1.
This record from OMol25 describes a cluster of 8 separate species, C9H34N6O8 in total. The level of theory is wB97M-V/def2-TZVPD.

```
! RIJCOSX wB97M-V def2-TZVPD def2/J DEFGRID3
* xyz 0 1
N 1.815 2.743 1.409
C 0.936 3.392 0.676
N 1.031 2.912 -0.536
O 0.152 4.399 1.096
H 2.015 3.195 2.353
H 2.248 1.839 1.097
H 0.312 3.122 -1.256
H 1.808 2.255 -0.910
N -0.360 1.268 2.219
C -0.876 0.396 1.410
N -0.327 0.542 0.265
O -1.681 -0.669 1.752
H -0.768 1.229 3.162
H 0.271 2.007 1.796
H -0.547 -0.235 -0.388
H 0.110 1.353 -0.126
N 3.353 1.826 -3.354
C 2.999 0.877 -2.554
N 2.822 1.198 -1.290
O 2.657 -0.354 -3.035
H 3.514 1.609 -4.350
H 3.530 2.793 -3.021
H 2.671 0.411 -0.647
H 3.468 1.923 -0.891
C 1.139 -4.973 1.131
C 0.021 -3.971 1.647
O -0.102 -2.925 0.672
H 0.670 -5.435 0.251
H 1.368 -5.690 1.904
H 2.059 -4.451 0.902
H 0.255 -3.514 2.619
H -0.969 -4.463 1.778
H -0.636 -2.210 0.962
C 2.430 -0.867 2.157
O 2.175 -0.246 0.864
H 3.388 -1.326 2.069
H 1.749 -1.668 2.313
H 2.526 -0.120 2.936
H 1.241 -0.013 0.797
C -3.247 3.280 0.311
O -3.790 3.383 -1.015
H -2.980 2.254 0.513
H -3.915 3.627 1.109
H -2.377 3.904 0.547
H -4.155 2.483 -1.201
C -4.158 -1.976 -0.231
O -3.556 -2.154 -1.541
H -3.687 -1.178 0.351
H -3.982 -2.901 0.304
H -5.287 -1.924 -0.266
H -2.737 -2.629 -1.361
C -0.920 -0.445 -2.667
O -0.534 -1.325 -1.698
H -1.536 0.366 -2.304
H -1.502 -0.891 -3.402
H -0.085 0.003 -3.235
H -0.021 -2.036 -2.092
*
```

Calculated values
Relative energy (zero: lowest compared OMol25 entry of this formula, charge and spin), eV: 6.271
E_LUMO, eV: -0.08
Frontier orbital gap, hartree: 0.3493
E, Eh: -1293.65120

2.
This record from OMol25 describes the molecule C4H7NO. The level of theory is wB97M-V/def2-TZVPD.

```
! RIJCOSX wB97M-V def2-TZVPD def2/J DEFGRID3
* xyz 0 1
C 1.797 -0.431 -0.038
C 0.658 0.548 -0.033
O 0.681 1.743 0.135
C -0.576 -0.224 -0.413
C -1.686 -0.143 0.597
N -1.768 0.603 -0.645
H 2.208 -0.385 -1.179
H 2.811 -0.088 0.535
H 1.460 -1.508 0.279
H -0.455 -1.037 -1.060
H -1.295 0.428 1.419
H -2.297 -1.077 0.858
H -1.538 1.570 -0.456
*
```

Calculated values
Relative energy (zero: lowest compared OMol25 entry of this formula, charge and spin), eV: 2.605
E_LUMO, eV: 0.85
Frontier orbital gap, hartree: 0.3962
E, Eh: -286.53592

3.
This record from OMol25 describes the molecule C9H12N2O2. The level of theory is wB97M-V/def2-TZVPD.

```
! RIJCOSX wB97M-V def2-TZVPD def2/J DEFGRID3
* xyz 0 1
C 2.416 -0.859 -2.897
C 1.592 -1.356 -1.613
C 2.556 -0.927 -0.434
C 0.298 -0.473 -1.544
O -0.247 -0.406 -0.206
C -1.191 0.549 -0.067
O -1.486 1.244 -1.007
C -1.717 0.803 1.195
C -2.450 1.911 1.451
N -3.110 2.045 2.680
C -2.904 1.106 3.603
C -1.939 0.083 3.358
N -1.453 -0.110 2.141
H 2.649 0.191 -2.857
H 3.233 -1.441 -3.195
H 1.805 -0.816 -3.757
H 1.305 -2.440 -1.686
H 2.745 0.237 -0.646
H 3.480 -1.615 -0.399
H 1.987 -0.881 0.619
H 0.637 0.519 -1.735
H -0.504 -0.777 -2.217
H -2.549 2.859 0.666
H -3.472 1.205 4.474
H -1.680 -0.651 4.071
*
```

Calculated values
Relative energy (zero: lowest compared OMol25 entry of this formula, charge and spin), eV: 1.468
E_LUMO, eV: -0.13
Frontier orbital gap, hartree: 0.3614
E, Eh: -610.06992

4.
This record from OMol25 describes a structure of composition C36H63CaN14S. The level of theory is wB97M-V/def2-TZVPD.

```
! RIJCOSX wB97M-V def2-TZVPD def2/J DEFGRID3
* xyz 1 1
Ca -20.210 7.817 7.277
C -16.286 10.992 7.445
N -16.698 9.582 7.617
C -16.804 8.698 6.458
C -17.302 9.199 8.810
N -18.412 8.509 8.939
C -18.500 7.443 9.964
C -19.945 7.288 10.466
N -20.843 6.739 9.368
C -20.937 5.273 9.127
C -19.635 4.601 8.861
N -19.100 4.947 7.528
C -18.179 4.095 7.108
N -17.511 3.098 7.833
C -17.819 1.655 7.644
C -16.770 3.436 9.030
N -17.589 4.285 5.893
C -18.038 5.360 4.975
C -16.653 3.376 5.270
C -22.230 7.202 9.712
C -22.518 8.657 9.384
N -22.062 9.058 8.013
C -22.154 10.340 7.656
N -22.488 10.636 6.306
C -23.509 9.834 5.681
C -22.084 11.797 5.534
N -21.737 11.389 8.409
C -22.106 12.805 8.267
C -20.960 11.199 9.637
N -16.544 9.487 9.956
C -15.127 9.256 9.966
C -17.193 9.986 11.122
H -17.068 11.766 7.482
H -15.596 11.248 8.240
H -15.790 11.115 6.471
H -15.946 8.975 5.782
H -16.831 7.637 6.785
H -17.710 8.904 5.959
H -18.091 6.524 9.536
H -17.876 7.766 10.814
H -19.984 6.558 11.306
H -20.395 8.220 10.869
H -21.439 4.867 10.043
H -21.656 5.178 8.288
H -18.930 4.758 9.728
H -19.841 3.516 8.948
H -18.592 1.559 6.862
H -16.903 1.121 7.317
H -18.219 1.283 8.604
H -16.656 4.511 9.254
H -17.273 2.985 9.895
H -15.721 3.074 8.964
H -18.983 5.056 4.541
H -18.201 6.249 5.564
H -17.287 5.504 4.209
H -15.896 3.016 6.027
H -17.073 2.480 4.760
H -16.085 3.923 4.495
H -22.919 6.575 9.143
H -22.452 6.948 10.751
H -23.602 8.836 9.405
H -22.070 9.343 10.153
H -24.430 9.923 6.245
H -23.713 10.312 4.699
H -23.185 8.828 5.622
H -21.136 12.282 5.896
H -21.763 11.488 4.550
H -22.908 12.492 5.534
H -22.820 12.992 7.423
H -22.635 13.122 9.191
H -21.174 13.396 8.270
H -20.129 10.419 9.486
H -20.449 12.203 9.759
H -21.557 10.951 10.512
H -14.823 8.537 9.144
H -14.481 10.180 9.907
H -14.856 8.764 10.910
H -18.254 10.143 10.852
H -17.067 9.321 11.964
H -16.723 10.913 11.503
C -25.056 4.226 5.598
C -23.853 3.712 5.101
C -22.670 4.464 5.185
C -22.743 5.815 5.614
C -23.945 6.280 6.234
C -25.101 5.524 6.167
N -21.650 6.697 5.378
N -21.021 6.381 4.322
C -20.151 7.342 3.896
C -19.654 7.084 2.586
C -19.016 8.143 1.922
C -18.792 9.295 2.667
C -19.146 9.404 4.038
C -19.722 8.412 4.757
H -25.987 3.705 5.512
H -23.852 2.735 4.712
H -21.696 4.109 4.814
H -23.926 7.297 6.594
H -26.131 5.892 6.509
H -20.086 6.212 2.062
H -18.696 8.145 0.832
H -18.294 10.171 2.280
H -18.887 10.391 4.449
S -25.742 10.546 9.261
C -26.727 10.180 10.579
N -27.511 9.082 10.791
C -28.260 9.188 12.006
C -27.788 10.510 12.627
N -26.894 11.041 11.634
H -27.498 8.260 10.189
H -28.146 8.291 12.608
H -29.344 9.286 11.705
H -27.315 10.440 13.608
H -28.650 11.242 12.756
H -26.546 12.008 11.611
*
```

Calculated values
E_LUMO, eV: -2.12
Frontier orbital gap, hartree: 0.2656
E, Eh: -3251.63751

5.
This record from OMol25 describes the molecule C8H15N3OS. The level of theory is wB97M-V/def2-TZVPD.

```
! RIJCOSX wB97M-V def2-TZVPD def2/J DEFGRID3
* xyz 0 1
C 1.956 -1.196 -1.028
C 1.935 0.257 0.615
C 2.730 -0.713 0.014
C 4.079 -1.177 0.410
C -0.150 2.443 -0.139
C -2.902 0.886 0.099
C -0.368 0.964 0.301
C -1.603 0.471 -0.532
N 0.770 -0.590 -1.115
N 0.778 0.194 -0.031
N -3.157 -1.957 -0.359
O -1.044 -1.626 1.236
S -1.462 -1.417 -0.180
H 2.013 -1.893 -1.817
H 2.230 0.764 1.438
H 4.332 -0.959 1.355
H 4.122 -2.148 0.052
H 4.715 -0.484 -0.119
H -0.923 3.126 0.051
H -0.049 2.601 -1.261
H 0.634 2.767 0.466
H -2.840 0.726 1.269
H -3.040 1.878 -0.180
H -3.804 0.396 -0.117
H -0.515 0.960 1.306
H -1.626 0.436 -1.534
H -3.148 -2.901 -0.696
H -3.661 -1.810 0.495
*
```

Calculated values
Relative energy (zero: lowest compared OMol25 entry of this formula, charge and spin), eV: 2.530
E_LUMO, eV: 0.82
Frontier orbital gap, hartree: 0.3281
E, Eh: -951.40025

| no. | largest force on an atom (eV Å⁻¹) |
| --- | --- |
| 1 | 9.23 |
| 2 | 3.88 |
| 3 | 4.77 |
| 4 | 2.75 |
| 5 | 7.10 |